1.
60
Properties=species:S:1:pos:R:3:forces:R:3:nbo_charge:R:1 method="wB97M-V/def2-TZVPD" de_lowest_ev=0.000 gap_ev=7.7 homo_energy_ev=-8.2434 total_energy_ha=-1953.0696 charge=0
Pt -0.66462 -0.10082 -0.08046 -0.23 -0.11 0.14 0.60
O 1.29509 -0.76741 3.48421 0.06 0.08 -0.17 -0.96
S -0.06177 -0.43458 3.13727 0.04 0.13 -0.01 2.32
O -1.09533 -0.73316 4.09363 0.04 -0.04 0.05 -0.95
N -0.47606 -1.10133 1.68612 -0.03 -0.23 0.20 -0.95
C -1.41446 -2.14637 1.78224 -0.18 0.08 -0.11 0.15
C -1.37672 -3.18578 2.67684 0.05 -0.05 -0.04 -0.20
C -2.41161 -4.14297 2.70928 0.01 0.00 0.01 -0.18
C -3.47927 -4.07730 1.85951 0.01 0.01 -0.02 -0.22
C -3.55298 -3.02285 0.92047 -0.04 -0.03 0.01 -0.10
C -4.61043 -2.85481 -0.00136 0.01 0.00 0.01 -0.10
C -4.60120 -1.80153 -0.87097 0.01 0.00 -0.01 -0.27
C -3.52278 -0.90115 -0.84576 -0.04 0.01 0.04 0.09
N -2.52769 -1.03520 0.00141 -0.15 0.04 0.02 -0.49
C -2.51723 -2.07426 0.89114 0.03 0.01 0.01 0.21
C -0.12904 1.30952 2.82868 -0.11 -0.01 -0.19 -0.35
C 0.98982 2.09651 3.02802 0.05 0.01 0.01 -0.19
C 0.91557 3.45961 2.76120 0.00 -0.03 0.00 -0.22
C -0.26679 4.01070 2.29316 -0.01 0.00 -0.01 -0.19
C -1.39728 3.21543 2.12955 0.01 0.03 0.02 -0.22
C -1.33697 1.86360 2.41373 0.08 -0.03 0.03 -0.13
H -0.55216 -3.26318 3.37217 -0.01 0.00 -0.01 0.24
H -2.34912 -4.94694 3.43075 0.00 0.00 0.00 0.22
H -4.26606 -4.81967 1.88785 0.00 0.00 0.00 0.22
H -5.42236 -3.57182 -0.00811 0.00 0.00 0.00 0.22
H -5.39514 -1.64947 -1.58754 0.00 0.00 0.00 0.23
H -3.46699 -0.06610 -1.53165 0.00 -0.01 -0.01 0.23
H 1.89333 1.64428 3.41099 0.08 -0.05 -0.06 0.24
H 1.78211 4.08748 2.92504 -0.01 -0.01 -0.02 0.22
H -0.31759 5.06813 2.06787 0.00 0.00 0.01 0.22
H -2.32276 3.65467 1.78209 -0.01 0.00 0.01 0.22
H -2.21183 1.23176 2.32979 -0.02 0.01 -0.06 0.23
C 1.23772 -0.55116 -3.64105 -0.03 -0.03 0.00 -0.62
C 2.07900 -0.96067 -2.43783 0.06 0.02 -0.02 -0.74
Sb 1.74571 0.18744 -0.67159 0.35 0.04 -0.03 1.34
C 3.21656 -0.65866 0.61827 0.01 0.00 -0.02 -0.74
C 4.48645 -1.12248 -0.08917 -0.01 -0.03 0.00 -0.62
C 2.41421 2.12301 -1.25076 -0.05 0.01 -0.01 -0.74
C 3.74154 2.13976 -1.99968 0.01 0.02 0.01 -0.62
H 1.49400 -1.16786 -4.50411 0.01 0.02 -0.01 0.22
H 1.39594 0.49174 -3.92145 -0.01 0.00 0.01 0.22
H 0.17257 -0.67295 -3.44923 0.06 -0.02 -0.02 0.22
H 3.14512 -0.87686 -2.65828 -0.01 -0.01 0.01 0.22
H 1.88933 -1.99842 -2.15663 0.01 0.00 0.01 0.23
H 2.71890 -1.48471 1.12462 -0.05 0.00 0.03 0.25
H 3.43543 0.07760 1.38609 0.01 0.11 0.12 0.23
H 4.27549 -1.88192 -0.84236 0.00 0.00 0.01 0.21
H 5.17436 -1.56488 0.63330 0.00 0.01 0.00 0.22
H 5.01128 -0.30393 -0.58269 -0.01 0.00 0.00 0.20
H 2.45035 2.72228 -0.34101 0.01 0.04 0.02 0.23
H 1.60727 2.52719 -1.86540 -0.01 -0.01 0.01 0.24
H 4.56805 1.80812 -1.37049 0.00 0.00 0.00 0.20
H 3.97193 3.15180 -2.33621 0.01 0.00 0.00 0.22
H 3.71608 1.50210 -2.88458 -0.01 0.00 0.00 0.21
B -1.62306 2.19346 -4.08484 0.02 -0.07 -0.04 -0.59
C -1.30886 1.43767 -2.74164 -0.06 0.14 0.08 0.44
N -1.07931 0.88175 -1.75597 0.07 -0.06 -0.04 -0.63
H -2.54943 1.60202 -4.59528 0.00 0.02 -0.01 0.02
H -0.61543 2.11748 -4.75617 0.00 0.00 0.00 0.01
H -1.90090 3.33602 -3.80298 0.00 -0.01 0.03 0.02


2.
68
Properties=species:S:1:pos:R:3:forces:R:3:nbo_charge:R:1 method="wB97M-V/def2-TZVPD" gap_ev=6.3 homo_energy_ev=-4.5527 total_energy_ha=-6714.5906 charge=-1
C 1.61180 -1.70614 0.53302 -0.21 0.65 1.03 -0.68
C 0.00946 -1.25967 0.71346 0.12 -2.58 -1.27 0.11
C -0.81445 -2.32916 -0.27481 1.58 0.50 -0.21 -0.93
Nb -3.00317 -1.81305 -0.59582 -1.63 -3.55 0.47 1.95
C -3.42582 -2.72009 1.47601 0.25 0.39 1.22 -1.21
N -3.26134 -3.75111 -1.54784 1.12 1.54 -1.45 -1.22
O -5.07112 -1.40346 -0.93833 0.70 4.86 -2.46 -0.78
C -5.23063 -0.13945 -1.70820 -0.71 -1.60 -4.14 0.77
O -5.49626 -0.13642 -3.04488 1.55 0.25 8.63 -0.61
C -5.05487 1.28587 -0.85751 0.55 3.48 1.51 -0.11
C -5.57470 1.50230 0.68901 1.76 2.76 -1.50 -0.20
C -5.33587 2.93312 1.50870 1.45 0.26 -3.33 -0.25
C -4.56318 4.23377 0.80980 -0.84 -4.64 -2.83 -0.26
C -4.07943 4.00146 -0.76224 -1.67 -2.47 2.14 -0.24
C -4.32002 2.57290 -1.59104 -1.05 0.89 3.75 -0.18
O -0.29135 0.07316 0.18290 1.95 -0.16 2.10 -0.55
C 0.43826 1.14932 0.85536 -0.40 1.64 -1.01 -0.10
C 1.06986 2.09633 -0.37060 1.28 2.04 -2.60 -0.04
C 0.81158 1.68791 -1.96571 1.61 2.65 0.13 -0.22
C 1.36343 2.60250 -3.24527 0.68 1.35 4.93 -0.24
C 2.18601 3.97065 -2.85597 -1.45 -2.68 2.04 -0.25
C 2.47833 4.37456 -1.27907 -2.07 -2.83 -0.65 -0.25
C 1.93654 3.47464 -0.01872 -1.17 -0.81 -4.70 -0.25
H 2.16838 -1.39420 1.53760 -0.76 -0.68 -2.21 0.19
H 1.71832 -2.88629 0.39677 -0.36 2.74 0.27 0.22
H 2.07833 -1.12345 -0.38346 -0.97 -1.28 1.85 0.22
H -0.35926 -1.40899 1.82054 0.78 0.53 -2.02 0.18
H -0.27947 -2.21681 -1.33614 -0.99 -0.23 2.01 0.23
H -0.61760 -3.46351 0.04039 -0.40 2.64 -0.32 0.23
H -2.70110 -1.13014 -2.28355 0.33 0.75 0.08 -0.38
H -2.88263 -0.18105 0.16948 0.08 0.24 -0.32 -0.34
H -2.63890 -2.23144 2.22535 -1.69 -1.21 -1.15 0.21
H -3.22707 -3.87012 1.38672 -0.91 2.85 0.21 0.22
H -4.51449 -2.50799 1.84939 1.95 -0.42 -0.55 0.23
H -2.27940 -4.04830 -1.77694 -1.18 0.12 0.21 0.35
H -3.72024 -3.63384 -2.48998 0.38 -0.35 1.26 0.38
H -6.12470 0.61703 1.24206 1.36 2.03 -1.30 0.25
H -5.67756 3.08792 2.63872 0.69 -0.69 -2.79 0.22
H -4.37182 5.25941 1.36675 -0.49 -2.50 -1.27 0.23
H -3.53029 4.91258 -1.27419 -1.23 -2.24 0.97 0.22
H -3.92203 2.56113 -2.70227 -1.01 -0.31 2.63 0.25
H 1.23788 0.81689 1.63866 -1.23 0.37 -1.74 0.20
H -0.31035 1.87123 1.44094 1.36 -1.65 -1.28 0.21
H 0.19549 0.71993 -2.29347 1.43 2.34 1.28 0.27
H 1.10962 2.25507 -4.35973 0.72 0.99 2.83 0.24
H 2.55281 4.64156 -3.76854 -0.75 -1.46 2.45 0.22
H 3.07098 5.37356 -1.08052 -1.33 -2.31 -0.39 0.22
H 2.13607 3.81738 1.09204 -0.43 -0.85 -2.58 0.24
C 1.19010 -6.42292 -0.72386 -0.19 0.03 -0.17 -0.28
Cl -0.32422 -5.71684 -1.31346 0.31 -0.39 -0.01 0.04
Cl 2.56470 -5.38680 -1.14417 -0.10 -0.15 0.03 0.01
Cl 1.11663 -6.67869 1.02792 0.30 -0.13 -0.20 0.00
H 1.32928 -7.39291 -1.20799 -0.03 0.34 0.20 0.23
C -1.42797 -5.78999 3.54599 0.07 0.07 -0.39 -0.28
Cl -1.80356 -5.38200 1.86319 0.50 -0.81 0.67 0.06
Cl -1.13022 -4.32078 4.49071 0.03 -0.17 -0.07 0.01
Cl -2.74230 -6.73617 4.26492 0.13 0.00 -0.01 0.00
H -0.51946 -6.39752 3.55855 -0.31 0.19 0.06 0.22
C 5.71870 1.50760 0.04335 -0.29 -0.38 -0.01 -0.28
Cl 3.97709 1.30958 -0.21532 0.79 -0.16 0.03 0.05
Cl 6.52657 1.94681 -1.47130 -0.01 -0.06 0.11 0.00
Cl 6.02762 2.72839 1.28987 0.00 -0.11 -0.06 0.00
H 6.12650 0.55357 0.38709 -0.05 0.38 -0.11 0.23
C 9.59881 5.24212 0.96393 -0.11 0.08 -0.10 -0.28
Cl 8.54051 4.94903 -0.42656 0.18 0.10 0.22 0.03
Cl 8.79090 4.77455 2.47005 0.14 0.12 -0.13 0.02
Cl 11.12657 4.36388 0.77893 -0.12 0.13 0.03 0.01
H 9.81968 6.31161 1.00926 -0.07 -0.39 0.00 0.23


3.
66
Properties=species:S:1:pos:R:3:forces:R:3:nbo_charge:R:1 method="wB97M-V/def2-TZVPD" smiles="CCC(=O)OCCC1=C(N(C(=O)F)C(=O)F)C(=O)C(CCC(=O)O)=CC1=O.CN(C)C=O.CN(C)C=O" gap_ev=7.9 homo_energy_ev=-9.4533 total_energy_ha=-1972.1417 charge=0
C 8.26460 -0.80312 0.21671 -0.15 -0.05 -0.01 -0.60
C 6.76543 -0.79598 -0.08495 0.14 0.58 0.16 -0.52
C 6.47870 -0.67272 -1.56040 0.11 0.15 -0.15 0.81
O 7.06717 -1.26570 -2.41912 -0.07 -0.31 -0.10 -0.57
O 5.47529 0.20652 -1.84534 -0.37 -0.34 0.67 -0.52
C 4.42431 -0.30061 -2.66114 0.12 0.27 -0.57 -0.06
C 3.66297 -1.50175 -2.08899 -0.02 -0.04 0.06 -0.48
C 2.49362 -1.24691 -1.17642 -0.05 -0.01 -0.07 -0.01
C 1.27384 -1.75358 -1.38858 0.62 -0.19 -0.12 0.14
N 0.98014 -2.50964 -2.58513 -1.02 0.25 -0.17 -0.61
C 0.56932 -1.68129 -3.68869 0.46 -0.18 0.18 0.98
O -0.43024 -1.09999 -3.85547 -0.34 0.23 -0.06 -0.46
F 1.57702 -1.63267 -4.57255 -0.05 0.04 -0.02 -0.32
C 0.22724 -3.69595 -2.39447 0.19 0.02 -0.03 0.99
O 0.65172 -4.66775 -1.87522 -0.26 0.18 0.27 -0.51
F -1.00303 -3.63314 -2.91246 0.42 -0.15 -0.19 -0.30
C 0.15105 -1.55333 -0.42260 0.11 0.01 0.15 0.48
O -0.99064 -1.72019 -0.77383 -0.17 -0.26 -0.04 -0.49
C 0.51097 -1.18372 0.98012 -0.08 -0.12 -0.05 -0.03
C -0.53586 -1.41560 2.02872 -0.17 0.35 0.42 -0.43
C -0.62408 -0.29435 3.07472 0.08 0.03 0.11 -0.51
C -0.74603 1.07282 2.44256 -0.31 -0.24 0.07 0.80
O -0.05640 2.00991 2.73269 0.24 0.24 -0.02 -0.59
O -1.71966 1.11626 1.51860 0.23 -0.26 -0.31 -0.73
C 1.71490 -0.65597 1.18899 0.06 0.01 0.02 -0.24
C 2.65395 -0.41293 0.06774 -0.18 -0.13 0.05 0.50
O 3.50839 0.43205 0.14533 0.28 0.04 0.06 -0.47
H 8.78744 -1.47680 -0.46230 0.01 0.01 0.08 0.22
H 8.66882 0.20361 0.09460 0.05 -0.09 -0.04 0.21
H 8.44524 -1.11307 1.24664 0.02 -0.01 -0.06 0.21
H 6.27008 0.03455 0.42167 -0.02 -0.10 0.00 0.24
H 6.27943 -1.71081 0.27305 0.05 -0.01 -0.17 0.23
H 4.83925 -0.58608 -3.63159 -0.02 -0.07 0.08 0.20
H 3.74754 0.53820 -2.82670 0.07 -0.01 0.07 0.20
H 4.34885 -2.17709 -1.56213 0.05 0.12 -0.04 0.24
H 3.29080 -2.06456 -2.94276 0.06 -0.07 0.08 0.25
H -1.51156 -1.50508 1.55336 0.11 -0.15 -0.10 0.25
H -0.31563 -2.34415 2.56515 -0.08 -0.06 -0.19 0.24
H 0.25197 -0.25803 3.72419 -0.06 -0.05 -0.04 0.22
H -1.50013 -0.47304 3.70649 0.03 0.01 -0.08 0.26
H -1.57634 1.89637 0.92795 -0.04 0.34 0.20 0.52
H 2.05736 -0.32074 2.16234 -0.10 0.12 -0.07 0.24
C -4.31257 -2.10243 2.46123 0.20 0.01 0.00 0.53
O -4.21480 -1.53070 3.53147 -0.01 0.01 -0.03 -0.63
N -5.06254 -1.67447 1.42939 -0.07 -0.01 0.00 -0.43
C -5.11750 -2.38459 0.16870 -0.02 0.07 0.02 -0.40
C -5.82593 -0.45095 1.59624 0.05 0.00 0.01 -0.42
H -3.76305 -3.03321 2.23703 -0.04 -0.02 0.00 0.11
H -4.76026 -1.75283 -0.64658 0.02 -0.02 -0.01 0.20
H -6.13863 -2.70153 -0.05337 0.01 -0.02 -0.01 0.19
H -4.48309 -3.26722 0.22227 0.01 0.00 -0.01 0.21
H -5.16042 0.38343 1.82218 0.00 0.01 0.00 0.21
H -6.53325 -0.54919 2.42014 -0.01 0.01 0.00 0.21
H -6.36765 -0.24436 0.67601 0.00 0.00 0.00 0.20
C -2.87448 3.76689 0.47945 -0.02 0.24 -0.03 0.53
O -1.74732 3.46803 0.10302 -0.14 -0.31 0.06 -0.65
N -3.50216 4.89209 0.11632 -0.02 -0.01 0.00 -0.41
C -4.83231 5.21829 0.58828 0.05 0.02 -0.03 -0.40
C -2.81513 5.81135 -0.77750 0.03 -0.02 0.01 -0.42
H -3.46184 3.13173 1.16018 0.04 -0.03 -0.01 0.13
H -5.52470 5.31739 -0.24952 -0.01 -0.01 0.01 0.20
H -4.82352 6.15543 1.14727 -0.01 -0.01 0.01 0.20
H -5.18935 4.42648 1.24399 0.00 0.00 0.00 0.21
H -2.57626 5.31908 -1.71998 0.00 0.01 -0.01 0.22
H -1.88175 6.15117 -0.32945 0.00 0.01 0.00 0.22
H -3.45928 6.66622 -0.96756 -0.01 0.00 0.00 0.20


4.
59
Properties=species:S:1:pos:R:3:forces:R:3:nbo_charge:R:1 method="wB97M-V/def2-TZVPD" de_lowest_ev=0.267 gap_ev=7.2 homo_energy_ev=-8.0086 total_energy_ha=-2042.1117 charge=0
C 0.11921 6.46134 -1.34098 0.26 -0.02 -0.04 -0.59
H 0.04186 5.94053 -2.29283 -0.07 -0.02 -0.09 0.21
H -0.76497 6.23267 -0.75156 -0.13 -0.02 0.06 0.20
H 0.13636 7.53180 -1.53237 -0.05 0.12 -0.02 0.21
C 1.39205 6.03865 -0.60361 -0.17 0.12 0.10 -0.24
C 1.42596 4.54517 -0.40938 0.16 -0.10 -0.10 0.02
C 2.44956 3.78338 -0.96552 -0.05 0.13 0.00 -0.22
C 2.49707 2.41554 -0.79846 -0.17 -0.25 0.13 -0.16
C 1.51233 1.75738 -0.05443 0.05 0.69 -0.13 -0.12
C 0.48454 2.52572 0.51286 0.16 -0.17 -0.10 -0.17
C 0.44365 3.88989 0.33024 0.07 0.11 -0.05 -0.18
H -0.36340 4.45475 0.77185 -0.10 0.07 0.06 0.21
H -0.29221 2.03023 1.07737 -0.07 -0.09 0.08 0.24
C 1.49059 0.33902 0.16193 0.23 -1.09 -0.12 -0.09
C 2.20080 -0.64802 -0.42754 -0.16 0.89 0.04 -0.32
C 1.95355 -2.04958 -0.09354 -0.34 0.03 0.57 0.67
O 1.20706 -2.46138 0.77190 0.15 -0.03 -0.11 -0.60
N 2.68913 -2.88790 -0.90869 -0.04 -0.21 0.02 -0.45
C 3.51273 -2.30370 -1.82033 0.35 0.09 -0.25 -0.08
S 4.49466 -3.08994 -2.85516 0.05 0.22 -0.10 -0.05
S 3.40677 -0.55442 -1.69770 0.05 -0.18 -0.09 0.39
C 2.42209 -4.30975 -0.87192 -0.33 -0.14 0.03 -0.31
H 3.00571 -4.77954 -1.66768 -0.12 0.07 0.16 0.27
H 2.71161 -4.71300 0.10125 0.01 0.01 -0.09 0.21
C 0.91560 -4.47744 -1.14458 0.48 -0.30 0.30 0.68
O 0.41428 -4.01639 -2.14555 -0.13 0.24 -0.22 -0.62
N 0.23303 -5.15469 -0.19835 -0.08 -0.44 0.16 -0.60
H 0.68500 -5.30750 0.69032 0.09 0.13 -0.15 0.39
C -1.21582 -5.05785 -0.15387 -0.14 0.25 0.01 -0.22
C -1.61090 -3.71343 0.45765 -0.31 -0.13 -0.18 -0.43
H -1.15741 -2.93934 -0.16083 0.05 0.00 0.10 0.22
H -1.17663 -3.64468 1.45698 0.06 0.08 0.00 0.20
C -3.12564 -3.48125 0.53019 0.28 -0.13 0.02 -0.20
N -3.56040 -2.15769 0.91127 -0.01 0.10 0.01 -0.45
C -3.16371 -1.66922 2.21697 0.11 0.24 -0.05 -0.25
H -3.07201 -2.50940 2.90602 -0.02 -0.02 0.07 0.20
C -1.86013 -0.85617 2.20212 -0.11 -0.27 0.24 -0.10
H -1.69638 -0.38747 3.17510 0.02 -0.09 -0.01 0.19
O -1.93313 0.20626 1.26866 -0.08 0.16 0.09 -0.55
C -2.19059 -0.28193 -0.03237 -0.15 -0.14 -0.32 -0.09
H -2.27490 0.59876 -0.67278 0.01 -0.07 -0.04 0.19
C -3.49014 -1.09996 -0.07729 0.15 0.22 0.09 -0.24
H -3.62288 -1.52285 -1.07336 -0.04 0.02 -0.05 0.21
H -4.32410 -0.41641 0.12795 0.05 0.05 -0.14 0.19
H -1.33738 -0.88535 -0.37589 -0.05 0.06 0.01 0.16
H -1.00001 -1.49596 1.96164 -0.04 0.04 0.03 0.18
H -3.96682 -1.01100 2.57218 0.08 -0.02 0.13 0.19
H -3.56785 -3.69435 -0.44703 -0.04 -0.08 0.02 0.19
H -3.56123 -4.18159 1.25216 -0.02 -0.08 -0.10 0.19
H -1.60475 -5.89586 0.42773 -0.02 -0.01 -0.08 0.20
H -1.58027 -5.12780 -1.18074 -0.04 -0.08 0.12 0.22
H 0.76939 -0.00583 0.89517 -0.05 -0.10 0.02 0.24
H 3.31083 1.85549 -1.23266 0.10 0.08 -0.03 0.21
H 3.22335 4.27319 -1.53932 0.07 0.07 -0.05 0.21
C 1.50566 6.76044 0.74143 0.14 -0.04 -0.22 -0.59
H 1.54147 7.83633 0.58659 -0.02 0.13 0.03 0.21
H 2.41154 6.45488 1.26044 0.06 0.01 0.10 0.21
H 0.65309 6.53335 1.37633 -0.10 -0.02 0.10 0.20
H 2.25314 6.32388 -1.21799 -0.05 -0.08 0.04 0.20